[1]
This record from the OMol25 dataset describes a 8-piece molecular cluster, H18NO7 overall in a non-equilibrium geometry. The level of theory is wB97M-V/def2-TZVPD.

Results
E_tot in hartree: -591.94363
Total charge: +1
Gap between HOMO and LUMO in eV: 11.238
Energy above the lowest of the compared OMol25 structures with the same formula, charge and spin in kJ/mol: 363.67

```
26
Properties=species:S:1:pos:R:3:nbo_charge:R:1
N 50.69000 18.58500 8.55700 -0.899
H 51.08900 19.47900 9.00400 0.477
H 49.77400 18.93600 8.12800 0.471
H 50.38000 18.07100 9.35900 0.445
H 51.45200 18.10400 8.03400 0.467
O 49.35000 17.68700 5.86200 -0.973
H 49.98200 16.98100 5.98800 0.480
H 48.37200 17.34700 5.82600 0.496
O 53.10600 18.03100 5.83000 -0.963
H 53.75300 17.51300 6.41000 0.474
H 52.78100 17.29100 5.13900 0.492
O 48.98900 20.85500 10.27500 -0.976
H 48.08700 20.61000 10.75000 0.494
H 49.50200 21.42700 10.87800 0.485
O 51.93200 16.15500 10.08300 -0.934
H 51.45700 15.79500 10.86100 0.474
H 52.35200 16.82100 10.54700 0.463
O 52.71200 20.19900 8.74700 -0.951
H 53.40700 19.62000 9.28200 0.484
H 53.23800 20.35100 8.01700 0.491
O 51.67800 19.19000 11.76300 -0.951
H 51.41000 18.89300 12.66000 0.489
H 51.78400 20.04500 11.79600 0.464
O 48.70200 16.34000 8.34800 -0.966
H 47.93300 16.93100 8.51100 0.477
H 48.60700 15.57100 8.98800 0.491
```

---

[2]
This record from the OMol25 dataset describes a 2-piece molecular cluster, C8H14NP overall in a non-equilibrium geometry. The level of theory is wB97M-V/def2-TZVPD.

Results
E_tot in hartree: -709.15207
Total charge: 0
Gap between HOMO and LUMO in eV: 8.946
SMILES: CC(C)=C=C(C)N.C=C=P
Energy above the lowest of the compared OMol25 structures with the same formula, charge and spin in kJ/mol: 333.81

```
24
Properties=species:S:1:pos:R:3:nbo_charge:R:1
C 0.59428 2.15054 -0.56462 -0.642
C 0.77290 0.69736 -0.93243 -0.027
C 2.06865 0.33393 -1.70627 -0.622
C -0.11167 -0.25364 -0.71492 -0.022
C -1.03997 -1.15657 -0.53744 0.092
C -2.10348 -1.29508 -1.54255 -0.629
N -1.08768 -2.04211 0.56236 -0.821
H 0.96531 2.72245 -1.40369 0.209
H -0.48985 2.38691 -0.45865 0.228
H 1.27657 2.51507 0.20593 0.221
H 2.26914 1.01517 -2.53285 0.206
H 1.90155 -0.69082 -2.06555 0.219
H 2.90055 0.37655 -1.06957 0.207
H -2.08980 -0.80891 -2.41073 0.226
H -3.09335 -1.03569 -1.14540 0.220
H -2.15841 -2.34591 -2.05263 0.199
H -0.29998 -1.90388 1.21001 0.379
H -1.07586 -2.97660 0.31182 0.369
C 0.86527 0.50373 2.82345 -0.477
C -0.32182 0.34410 2.47629 -0.374
P -1.89366 0.10239 2.22777 0.429
H 1.63545 -0.02969 2.32352 0.209
H 1.31526 1.05117 3.61720 0.223
H -1.98030 -1.13109 2.93203 -0.021
```

---

[3]
This record from the OMol25 dataset describes C4H8N3 as an isolated structure in a non-equilibrium geometry. The level of theory is wB97M-V/def2-TZVPD.

Results
E_tot in hartree: -321.07979
Total charge: +1
Gap between HOMO and LUMO in eV: 9.339
Energy above the lowest of the compared OMol25 structures with the same formula, charge and spin in kJ/mol: 555.33

```
15
Properties=species:S:1:pos:R:3:nbo_charge:R:1
C -0.15235 1.43199 -0.23474 -0.258
C 0.53223 0.26725 0.25341 -0.002
C -1.47864 1.23610 -0.38062 0.026
C 1.99271 0.17944 -0.13640 -0.663
N -1.94968 0.00442 -0.21904 -0.170
N -1.13341 -1.97695 0.42706 -0.508
N -1.04202 -0.80297 -0.01008 0.163
H 0.53434 2.21580 -0.63121 0.277
H 0.40617 -0.23399 1.26097 0.253
H -2.17612 2.06633 -0.75119 0.263
H 2.44128 0.88130 0.55067 0.270
H 2.54552 -0.78861 -0.19730 0.265
H 1.95509 0.57941 -1.16267 0.230
H -0.41953 -2.68268 0.31587 0.428
H -2.05561 -2.37684 0.91526 0.426
```

---

[4]
This record from the OMol25 dataset describes a 2-piece molecular cluster, C3H9FNO overall in a non-equilibrium geometry. The level of theory is wB97M-V/def2-TZVPD.

Results
E_tot in hartree: -349.13627
Total charge: +1
Gap between HOMO and LUMO (spin up / spin down) in eV: 9.176 / 6.899
Energy above the lowest of the compared OMol25 structures with the same formula, charge and spin in kJ/mol: 389.80

```
15
Properties=species:S:1:pos:R:3:nbo_charge:R:1
C 1.36575 1.22063 -0.19165 -0.674
C 0.37947 0.24358 -0.74709 -0.091
C -0.72892 -1.18447 1.49456 0.525
N -0.79839 0.55479 -1.50062 -0.721
O 0.24257 -1.84438 1.97865 -0.643
F -1.68548 -1.74675 0.73186 -0.331
H 2.06080 1.52274 -0.89016 0.232
H 1.91962 0.94455 0.71444 0.265
H 0.77542 2.04117 0.06494 0.209
H 0.88139 -0.74907 -0.85255 0.219
H -0.86136 -0.25538 1.92630 0.145
H -1.51168 -0.18992 -1.52945 0.463
H -0.51016 0.99872 -2.47388 0.454
H -1.44055 1.14037 -1.00601 0.438
H -0.08849 -2.69658 2.28065 0.509
```

---

[5]
This record from the OMol25 dataset describes a 2-piece molecular cluster, CH4NO4S2 overall in a non-equilibrium geometry. The level of theory is wB97M-V/def2-TZVPD.

Results
E_tot in hartree: -1192.60675
Total charge: -1
Gap between HOMO and LUMO (spin up / spin down) in eV: 6.729 / 7.958
Energy above the lowest of the compared OMol25 structures with the same formula, charge and spin in kJ/mol: 43.14

```
12
Properties=species:S:1:pos:R:3:nbo_charge:R:1
C 0.04337 1.37727 -0.86118 -0.445
N -1.03106 0.42262 -0.67255 -0.828
O 2.10233 -0.35602 1.15114 -0.985
O -2.82658 -0.51291 0.89186 -0.879
O 0.87072 -1.74055 -0.51053 -1.002
O 1.14368 -2.54185 1.82067 -0.964
S -1.64930 0.38438 0.94393 1.045
S 1.08283 -1.39306 0.91251 2.041
H 0.58288 1.12212 -1.77381 0.211
H -0.39116 2.37430 -0.97090 0.175
H 0.76416 1.38097 -0.03883 0.212
H -0.69187 -0.51727 -0.89231 0.420
```

---

[6]
This record from the OMol25 dataset describes a 7-piece molecular cluster, C16H28N6O2 overall in a non-equilibrium geometry. The level of theory is wB97M-V/def2-TZVPD.

Results
E_tot in hartree: -1105.35318
Total charge: 0
Gap between HOMO and LUMO in eV: 9.655
SMILES: CN(C)C=O.CC(C)=O.CC#N.CC#N.CC#N.CC#N.CC#N

```
52
Properties=species:S:1:pos:R:3:nbo_charge:R:1
C -7.60777 3.04672 2.99126 -0.410
N -7.05368 3.84328 4.06196 -0.430
C -8.04307 4.70096 4.71277 -0.439
C -5.75395 3.82660 4.37051 0.531
O -5.17201 4.38951 5.31199 -0.628
H -6.86917 2.95989 2.19437 0.213
H -8.34775 3.64157 2.45583 0.205
H -8.01160 2.11101 3.37786 0.204
H -8.98435 4.30769 5.09674 0.209
H -7.65601 5.13701 5.63372 0.238
H -8.28416 5.56159 4.08882 0.197
H -5.18803 3.21795 3.64838 0.110
C -2.17358 -1.76830 -0.87562 -0.725
C -1.25413 -0.52324 -0.61962 0.595
C -0.06711 -0.39359 -1.46176 -0.742
O -1.49363 0.31270 0.31234 -0.563
H -1.70071 -2.55010 -0.28124 0.235
H -2.16502 -1.96446 -1.94778 0.230
H -3.07293 -1.57082 -0.29228 0.244
H 0.72419 -1.09934 -1.20904 0.246
H 0.32162 0.61304 -1.30783 0.242
H -0.26338 -0.38488 -2.53391 0.237
C 5.82210 -3.77258 -5.74700 -0.721
C 4.38292 -3.54441 -5.62367 0.286
N 3.24452 -3.33925 -5.61290 -0.331
H 6.09267 -4.60162 -5.09310 0.258
H 6.38099 -2.88733 -5.44353 0.252
H 6.08385 -3.89855 -6.79757 0.255
C 1.62327 3.65541 5.47188 -0.710
C 2.78382 3.94426 4.57049 0.290
N 3.68842 4.20673 3.91306 -0.345
H 1.01775 2.96697 4.88239 0.256
H 1.13848 4.61076 5.67281 0.256
H 1.89402 3.16084 6.40472 0.253
C 6.45474 3.23237 -6.22248 -0.724
C 4.99864 3.29023 -5.89996 0.282
N 3.84076 3.32728 -5.65434 -0.323
H 7.16639 2.83318 -5.49977 0.256
H 6.68947 4.27610 -6.43136 0.255
H 6.68315 2.75474 -7.17526 0.254
C 5.99119 -0.10492 0.23766 -0.713
C 6.02349 -1.56913 -0.06775 0.287
N 6.04084 -2.71267 -0.20567 -0.344
H 6.99753 0.23568 0.48135 0.256
H 5.19061 0.10647 0.94652 0.263
H 5.83565 0.34680 -0.74206 0.251
C -2.60028 -8.93895 0.00389 -0.719
C -3.72641 -8.98307 0.96670 0.283
N -4.62701 -9.11195 1.71294 -0.329
H -2.21353 -9.95124 -0.11362 0.255
H -1.83151 -8.24299 0.33966 0.255
H -2.95008 -8.70391 -1.00135 0.254
```

---

What is the formula in the first record?
H18NO7

---

What is the formula in the fifth record?
CH4NO4S2

---

E_tot of number 2 (C8H14NP)?
-709.15207 hartree